# C51H55As2N5O2ReS3

A structure of composition C51H55As2N5O2ReS3 in a non-equilibrium geometry (ωB97M-V/def2-TZVPD, OMol25).

The calculation puts the orbital gap (spin up / spin down) at 7.06 / 7.20 eV. Its expectation value of S² is 3.78. Its spin multiplicity is 4. As for the net charge: +4. The HOMO energy (spin up / spin down) is -18.04 / -18.05 eV.

Geometry (Å):
Re  -0.14726  -0.29579  -0.03162
N  -0.76674  1.41762  0.83850
S  -1.08217  2.18453  2.10951
N  0.14994  2.78702  2.97111
S  0.83293  2.09000  4.20648
N  1.27194  0.60564  3.92948
S  1.99556  0.01724  2.60550
N  1.04664  -0.49824  1.53749
C  3.14082  1.32872  2.08688
C  2.75524  2.23083  1.11067
C  3.58900  3.30477  0.82750
C  4.78348  3.46378  1.51798
C  5.16148  2.54040  2.48140
C  4.33990  1.46096  2.76865
C  2.92424  -1.34287  3.31668
C  3.46479  -1.19828  4.58561
C  4.22280  -2.23074  5.11362
C  4.41038  -3.39345  4.38161
C  3.85804  -3.52832  3.11766
C  3.12114  -2.49157  2.56887
C  2.19827  3.14379  4.67994
C  2.95636  2.72705  5.76764
C  3.97826  3.54345  6.22131
C  4.21206  4.76367  5.60180
C  3.43953  5.16946  4.52358
C  2.42004  4.35743  4.05154
C  -0.22876  1.99949  5.64992
C  -0.78017  3.18192  6.12697
C  -1.58327  3.13603  7.25451
C  -1.80834  1.92743  7.89837
C  -1.22993  0.75959  7.42433
C  -0.43189  0.78901  6.29138
C  -2.04740  1.20930  3.29237
C  -1.75656  -0.13937  3.41131
C  -2.48314  -0.90808  4.30718
C  -3.49371  -0.33046  5.06262
C  -3.76281  1.02537  4.94582
C  -3.03819  1.80485  4.05568
C  -2.02224  3.65605  1.70976
C  -2.66664  3.72676  0.48518
C  -3.46127  4.82659  0.20394
C  -3.61104  5.83515  1.14743
C  -2.95412  5.75637  2.36821
C  -2.15492  4.66135  2.65672
H  1.82337  2.08608  0.57884
H  3.30267  4.01350  0.06448
H  5.42870  4.29946  1.29337
H  6.09629  2.64871  3.00978
H  4.64543  0.73282  3.50202
H  3.27026  -0.30464  5.15598
H  4.67233  -2.13051  6.08937
H  4.97362  -4.20600  4.80851
H  4.00010  -4.44535  2.56914
H  2.65863  -2.57154  1.60031
H  2.73239  1.79373  6.26201
H  4.57646  3.24056  7.06638
H  4.98867  5.41132  5.97512
H  3.61741  6.12743  4.06104
H  1.79349  4.65668  3.22658
H  -0.56832  4.12233  5.64071
H  -2.01762  4.04411  7.64180
H  -2.41915  1.90309  8.78659
H  -1.38670  -0.17113  7.94576
H  0.03990  -0.10058  5.90633
H  -0.97408  -0.57218  2.79868
H  -2.26149  -1.95876  4.40493
H  -4.08108  -0.94088  5.72995
H  -4.54554  1.47683  5.53563
H  -3.27077  2.85186  3.94557
H  -2.51825  2.92815  -0.22935
H  -3.95865  4.90754  -0.74975
H  -4.23982  6.68539  0.92973
H  -3.06149  6.54375  3.09919
H  -1.62961  4.58405  3.59558
C  -3.21321  0.81769  -1.93540
As  -2.72199  -0.30550  -0.39315
C  -4.04818  0.22394  0.93233
C  -3.32064  -2.04473  -1.03045
C  -4.64702  -2.44323  -0.91453
C  -5.05682  -3.65095  -1.45705
C  -4.13425  -4.46197  -2.09681
C  -2.81383  -4.05808  -2.23218
C  -2.39820  -2.83849  -1.71237
As  -0.61430  -2.07985  -2.00467
C  -0.83377  -1.27783  -3.78848
C  0.43000  -3.63349  -2.61132
H  -4.18629  1.27194  -1.73000
H  -3.31280  0.18618  -2.82320
H  -2.47968  1.60255  -2.13344
H  -5.03408  0.21493  0.45770
H  -3.84538  1.23014  1.29757
H  -4.04239  -0.47354  1.77252
H  -5.36139  -1.80949  -0.40487
H  -6.08941  -3.95748  -1.37398
H  -4.44573  -5.41625  -2.48997
H  -2.11743  -4.70361  -2.74874
H  -1.31357  -2.01415  -4.43883
H  0.14634  -1.02851  -4.20237
H  -1.43269  -0.37029  -3.77544
H  -0.16143  -4.17256  -3.35452
H  0.66888  -4.29340  -1.77547
H  1.34036  -3.29998  -3.11295
O  1.97288  -2.44151  -0.44556
C  2.37726  -1.47961  -1.10954
O  1.81673  -0.36372  -1.18181
C  3.66497  -1.71103  -1.93993
N  3.94181  -3.17178  -1.87333
C  5.35984  -3.36795  -1.47574
C  5.61376  -2.16736  -0.57713
C  4.89365  -1.03700  -1.31149
H  3.50692  -1.36875  -2.96158
H  3.72054  -3.67990  -2.73178
H  3.28173  -3.47596  -1.10829
H  5.99331  -3.33015  -2.36546
H  5.48855  -4.32894  -0.97731
H  6.67475  -1.96508  -0.46204
H  5.17939  -2.33136  0.40947
H  5.53444  -0.63595  -2.09258
H  4.61581  -0.21908  -0.65171